Record 1
DFT (wB97M-V/def2-TZVPD) results for C5H6O as an isolated structure.

Geometry as XYZ:
```
12
Properties=species:S:1:pos:R:3:forces:R:3
H 1.66904 -1.38008 -0.11180 -0.09 0.15 0.03
C -0.73776 0.03873 1.14491 0.39 0.04 -0.14
H -2.24674 0.03006 -0.43711 0.17 0.05 0.06
C -0.20290 -0.51837 -1.05998 0.01 -0.04 -0.01
C -1.21013 0.32015 -0.25036 -0.08 0.03 -0.06
H -0.55419 -1.54943 -1.17100 0.07 0.14 0.02
C 0.55755 0.03082 1.34366 -0.37 -0.02 0.47
C 1.05413 -0.47014 -0.18727 0.10 -0.12 -0.35
O 1.61583 0.68630 -0.02655 -0.06 -0.10 -0.03
H -1.10268 1.38906 -0.46859 -0.02 -0.12 0.05
H 1.28853 -0.05029 2.12943 -0.10 0.04 -0.16
H 0.01899 -0.11316 -2.05330 -0.03 -0.05 0.13
```
Positions in Å, forces in eV/Å.

Properties
Electronic energy: -7324.7139 eV
HOMO level: -0.3212 Eh
Spin multiplicity: 1
Charge: 0
Lowest unoccupied orbital energy: -0.00962 hartree

***

Record 2
DFT (wB97M-V/def2-TZVPD) results for C62H45FI4N7O5W as an isolated structure.

Geometry as XYZ:
```
125
Properties=species:S:1:pos:R:3:forces:R:3
I -0.80431 -9.06758 3.45375 0.00 -0.04 0.01
N -2.31283 -1.35108 0.14094 -0.07 -0.03 -0.08
H -3.34415 -4.60936 2.86349 -0.01 -0.01 0.00
H -0.17736 -3.24649 4.36554 0.00 -0.02 0.00
H -3.00079 -0.86461 -4.41994 0.02 0.00 0.00
C -1.31940 -4.39520 2.19515 -0.01 -0.04 -0.02
C 3.01230 2.27303 5.83908 0.01 0.02 0.04
H 5.66252 -2.36882 -2.89988 0.00 0.01 0.01
H 0.37367 2.41238 7.96039 -0.01 -0.01 0.00
C 4.77804 -4.14687 -2.05379 0.04 -0.05 -0.01
H 4.35876 -2.43238 -0.19574 0.02 0.00 0.01
O 0.34634 0.34307 -2.57970 -0.07 -0.12 0.40
H 1.24742 -5.78426 -8.57039 -0.02 0.01 0.02
O 1.84290 1.45284 -1.50152 -0.07 -0.05 0.01
C 0.19976 4.14262 1.38625 -0.09 -0.17 -0.20
H 1.50525 -8.85846 -6.58747 0.02 -0.01 0.03
O -0.00190 -1.71108 -0.73750 -0.03 -0.35 -0.12
H 2.80564 -7.47158 -8.02875 -0.03 -0.02 0.00
N -0.68592 -0.70044 2.27704 -0.02 -0.10 0.15
H 3.49907 1.77309 -0.35959 -0.01 0.02 0.02
C -4.51231 -0.88909 -2.90406 0.03 -0.01 -0.04
N 3.48524 -3.55239 -1.71764 -0.12 0.14 0.16
C -4.04991 -1.03384 -4.20976 -0.03 0.01 0.05
H -3.13205 -4.59160 0.23694 0.00 -0.01 0.02
C 0.46217 3.55810 2.57402 -0.02 -0.26 0.09
C 3.43585 -2.62464 -0.72862 0.01 -0.09 -0.08
C 2.34704 -4.71312 -3.53674 -0.10 0.06 -0.03
H 1.99094 1.92340 0.54180 -0.03 0.01 0.03
C -0.08740 -0.11529 3.35497 0.18 0.48 -0.01
C 0.28355 1.23578 3.45899 -0.16 -0.37 -0.07
H 2.89311 1.71666 3.76958 0.02 -0.01 0.00
C 2.33647 -3.84188 -2.43910 -0.02 -0.01 -0.07
C 2.41953 -0.94634 0.76446 0.03 -0.09 0.06
C 5.48134 -3.40580 -3.18007 0.02 -0.02 -0.02
H -4.54612 -1.49240 -6.24331 0.00 0.00 -0.01
H -1.86726 5.84254 -0.27986 -0.01 -0.01 0.01
C 0.37256 4.58544 -2.48463 -0.07 0.03 0.04
C -3.20891 -1.49859 -0.88246 -0.05 -0.18 -0.08
C 1.26583 -7.29915 -5.04140 -0.06 -0.10 0.04
C -0.21428 -2.28702 3.87764 0.15 0.23 0.21
H 4.08244 2.42564 5.81941 0.01 0.00 0.00
C 2.34444 1.88196 4.68897 -0.06 -0.03 0.02
H 3.02904 -8.38372 -5.81572 -0.02 0.01 0.02
C 0.68350 0.71109 -1.46445 -0.04 0.12 -0.69
H 0.85951 4.01570 3.46445 0.01 0.01 0.01
H 1.01635 -6.85658 2.29275 0.00 0.00 0.00
H -2.40030 3.72976 -3.03226 -0.02 0.02 -0.02
H 6.44243 -3.87110 -3.39836 0.00 -0.01 0.01
C 0.09838 6.94796 -2.79502 -0.02 -0.11 0.03
C -0.35430 3.12107 0.53682 0.11 0.16 0.18
C -0.09168 -5.03702 2.05032 -0.09 0.02 -0.01
I 0.58013 8.70119 -3.81206 0.01 0.03 -0.02
C 2.05684 -8.02818 -6.15147 -0.01 0.00 -0.05
H -6.23401 -0.97561 -1.63139 0.00 0.00 0.01
F -1.14020 -4.65294 -4.51286 -0.01 -0.02 -0.01
N 1.25581 -5.87859 -5.35252 0.17 -0.02 0.02
H 0.24929 -7.70735 -4.97496 0.01 0.01 0.00
C -1.14238 5.81618 -1.08393 0.00 -0.02 0.02
C -0.03903 -3.48034 -2.80385 0.11 -0.07 -0.03
C -3.68264 -2.85241 -0.96143 0.07 0.17 0.04
C -1.02466 -7.06611 2.92014 0.00 0.09 -0.03
I -7.56507 -2.12305 -6.48654 -0.03 -0.01 -0.03
C -5.86161 -1.09382 -2.64121 0.02 -0.01 0.00
C -2.97669 0.71952 -1.83264 0.00 -0.35 0.01
C 0.69639 5.75022 -3.16270 0.03 0.06 -0.04
N -1.97875 1.13118 -0.97576 -0.02 0.24 -0.11
C 0.96752 1.67433 4.70690 0.10 0.01 -0.01
H -4.05529 1.67744 -3.53600 -0.01 0.00 -0.02
I 3.29417 3.04738 8.74807 0.02 0.01 0.03
O 3.43196 -0.91498 1.44368 0.09 0.04 -0.09
H 0.34609 5.17163 1.10439 0.00 0.00 0.00
H 2.87917 -6.29142 -6.85839 0.00 -0.02 -0.01
H 0.83127 3.64366 -2.76443 0.01 -0.01 0.00
O 1.40248 -0.18082 0.93499 -0.34 -0.04 -0.04
H -0.95952 -2.98507 -2.51977 0.00 0.00 0.01
C -0.54753 4.61227 -1.43864 0.08 -0.07 -0.02
C -0.77070 -2.02780 2.59033 -0.24 -0.19 -0.25
C 0.26590 1.86385 5.89064 -0.02 0.00 -0.05
H 1.41184 5.72346 -3.97304 0.00 0.00 0.00
C -0.85350 3.33242 -0.74183 -0.15 -0.24 -0.07
N -0.39068 1.92028 1.19005 -0.19 0.04 0.06
H -7.78448 -1.59584 -3.44428 -0.01 0.00 0.00
H 4.88369 -3.40276 -4.09227 -0.01 0.00 0.00
C -1.67085 2.41330 -1.38692 0.09 0.25 0.09
H 3.27054 -5.15817 -3.87622 0.00 -0.05 -0.04
C 1.08824 -2.22952 -1.01786 0.35 -0.03 0.08
C -0.00332 -4.36406 -3.84578 0.04 0.01 0.09
C -2.39255 -5.10656 2.72343 0.07 0.06 -0.02
C 1.13244 -3.21588 -2.08929 -0.11 -0.04 -0.11
C 2.29820 2.46129 7.01464 -0.04 -0.03 -0.10
C -2.24990 -6.43749 3.08538 -0.04 -0.06 0.02
H 0.46316 -4.54395 -6.73520 0.00 -0.01 0.01
H 2.45784 3.19162 -0.62570 0.01 -0.02 0.04
C -3.03799 -3.54469 0.00334 0.07 0.02 0.06
C -6.25926 -1.59052 -4.95312 0.09 0.02 0.06
H 0.75327 -4.48295 1.65909 0.02 0.01 -0.01
H 5.37712 -4.12832 -1.14464 0.02 0.03 -0.03
H 1.74858 -7.45501 -4.08018 0.00 -0.01 -0.01
W -0.60527 0.04219 0.23568 0.50 0.51 0.42
H -0.60875 -5.90167 -6.38860 0.02 0.02 0.01
C 0.92589 2.25948 7.04342 0.03 0.04 0.12
C 0.05845 -6.36732 2.40645 0.04 -0.09 0.03
C 2.32315 -1.94110 -0.36208 -0.23 0.02 -0.04
C -3.28543 1.74378 -2.78636 0.11 0.20 0.04
H -1.29099 7.91831 -1.47956 -0.01 0.00 0.01
H 0.37463 -7.22538 -8.02614 -0.01 0.02 -0.01
H -3.08975 -6.97821 3.49970 0.00 0.00 0.00
C 0.10330 2.16568 2.45924 0.09 0.28 -0.09
C -1.43339 -2.96530 1.80029 0.12 0.19 0.15
C 0.20236 -1.08552 4.36243 -0.12 -0.33 -0.08
C 0.43670 -5.61129 -6.52275 -0.11 0.07 -0.09
N 2.30370 -7.04070 -7.25393 0.06 0.04 0.02
C 1.18677 -4.98151 -4.24414 0.07 0.08 0.09
C -2.20383 -2.61362 0.70386 -0.05 -0.03 -0.03
C -2.45587 2.77849 -2.53168 -0.11 -0.19 -0.06
C -3.55571 -0.53193 -1.82320 0.13 0.27 0.09
H 4.62198 -5.19935 -2.29284 0.02 0.00 0.00
H -4.40756 -3.21551 -1.66935 -0.01 -0.01 -0.03
H 0.66528 -0.87860 5.31171 0.01 0.01 0.02
C -6.73593 -1.44291 -3.65955 -0.09 -0.02 -0.02
H -0.80527 1.70662 5.91112 -0.01 -0.01 0.00
C 2.46627 2.12048 -0.41095 -0.03 0.01 0.03
C -4.91553 -1.38424 -5.23276 -0.04 -0.01 -0.08
C -0.82233 6.98445 -1.75798 0.01 0.11 -0.04
C 1.02322 -6.41063 -7.70980 0.01 -0.03 -0.03
```
Positions in Å, forces in eV/Å.

Properties
Electronic energy: -122634.8736 eV
HOMO level (spin up / spin down): -0.3014 / -0.2946 Eh
Spin multiplicity: 1
Charge: +1
Lowest unoccupied orbital energy (spin up / spin down): -0.11939 / -0.11939 hartree